The following is a quantum chemistry calculation of C28H78N8O10 as an isolated structure in a non-equilibrium geometry, from the OMol25 dataset.

Geometry (Å):
C1 -61.5738 -22.6658 -24.8281
C2 -62.2019 -22.6657 -26.1494
C3 -61.9945 -21.4122 -27.0546
O1 -62.9187 -20.4060 -26.5229
C4 -62.9605 -19.1786 -27.2478
N1 -61.7773 -23.8505 -27.0713
H1 -60.7664 -23.9267 -27.2481
H2 -62.1681 -24.7767 -26.6235
H3 -61.9855 -23.7333 -28.1098
H4 -62.0905 -23.4610 -24.1218
H5 -61.8549 -21.7118 -24.1789
H6 -60.5759 -22.9019 -24.8656
H7 -63.2804 -22.7209 -26.1217
H8 -62.0910 -21.4403 -28.1170
H9 -60.9144 -21.0564 -26.9237
H10 -63.7416 -18.5660 -26.7718
H11 -63.1079 -19.4490 -28.1806
H12 -62.1142 -18.4472 -27.3475
N2 -61.6415 -19.8050 -31.3574
O2 -61.1442 -19.3008 -30.3720
O3 -61.7192 -19.1664 -32.4980
O4 -61.9523 -20.9993 -31.4511
C5 -64.1415 -25.5616 -29.5545
C6 -63.2008 -24.5943 -30.2230
C7 -63.5953 -24.2527 -31.6338
O5 -63.6190 -25.5097 -32.3373
C8 -64.3769 -25.4192 -33.5790
N3 -63.1122 -23.3160 -29.4435
H13 -63.8910 -26.6418 -29.9713
H14 -65.2002 -25.4380 -29.5175
H15 -63.8141 -25.8283 -28.5253
H16 -62.0975 -24.9928 -30.2413
H17 -62.9634 -23.5691 -32.0941
H18 -64.5636 -23.6886 -31.5022
H19 -64.2762 -26.2175 -33.9972
H20 -63.8944 -24.6918 -34.2449
H21 -65.4619 -24.9668 -33.5028
H22 -64.0850 -22.9283 -29.4504
H23 -62.6732 -22.5005 -30.0933
C9 -61.8504 -20.5019 -36.3267
C10 -62.0553 -21.6987 -35.4666
C11 -60.8136 -22.0243 -34.6411
O6 -59.6919 -22.2944 -35.5148
C12 -58.6268 -22.9587 -34.9551
N4 -63.1017 -21.4810 -34.4315
H24 -61.6526 -19.5890 -35.8854
H25 -62.9505 -20.3014 -36.8126
H26 -61.1163 -20.6346 -37.0734
H27 -62.3800 -22.5788 -36.1506
H28 -61.1505 -22.9171 -34.0221
H29 -60.6494 -21.3604 -33.8093
H30 -58.9670 -23.7927 -34.5865
H31 -58.1983 -22.6015 -33.9418
H32 -57.8502 -23.3948 -35.2512
H33 -63.2370 -20.4388 -34.1811
H34 -62.9939 -22.1667 -33.7842
C13 -58.0756 -16.7349 -31.9313
C14 -57.8949 -17.3324 -30.5193
C15 -56.6867 -16.7828 -29.8104
O7 -55.4774 -16.8959 -30.5307
C16 -54.3546 -16.6086 -29.7951
N5 -59.1233 -17.0971 -29.7682
H35 -58.4126 -15.7825 -31.7895
H36 -58.6993 -17.2825 -32.3932
H37 -57.1460 -16.5435 -32.4089
H38 -57.8636 -18.3539 -30.5994
H39 -56.4386 -17.6535 -29.0665
H40 -56.8555 -15.7908 -29.2067
H41 -54.0856 -17.1451 -28.8965
H42 -54.5312 -15.4669 -29.5909
H43 -53.6292 -16.5902 -30.3278
H44 -59.2674 -17.3801 -28.8929
H45 -59.9387 -17.2375 -30.1832
C17 -61.6805 -15.0822 -31.9605
C18 -61.9321 -14.9515 -30.3626
C19 -62.7491 -16.1444 -29.8959
O8 -64.0214 -16.3447 -30.3704
C20 -64.5628 -17.5998 -29.9029
N6 -60.7189 -14.6341 -29.6580
H46 -61.3157 -15.8938 -32.3711
H47 -60.8478 -14.3610 -32.0928
H48 -62.4523 -14.6705 -32.5851
H49 -62.4497 -14.0368 -30.4112
H50 -62.6336 -16.0659 -28.8223
H51 -62.0021 -16.9901 -29.9589
H52 -63.9257 -18.4063 -30.4699
H53 -65.6477 -17.7510 -30.3209
H54 -64.7855 -17.5762 -29.0163
H55 -60.1613 -14.2213 -30.3051
H56 -60.3282 -15.4913 -29.4747
C21 -63.4277 -16.7984 -36.7031
C22 -63.2968 -16.8371 -35.0936
C23 -64.1533 -17.8813 -34.4781
O9 -65.5188 -17.5626 -34.5992
C24 -66.3637 -18.6611 -34.4430
N7 -61.8441 -17.1839 -34.6601
H57 -64.5084 -16.8152 -37.0737
H58 -63.0152 -17.7815 -37.0191
H59 -63.0009 -15.7995 -36.8717
H60 -63.5216 -15.7446 -34.7132
H61 -63.6682 -18.2247 -33.5216
H62 -64.0945 -18.9434 -34.8218
H63 -67.3663 -18.5011 -34.5068
H64 -66.4744 -19.1988 -33.5060
H65 -66.1065 -19.3756 -35.0985
H66 -61.5052 -18.1968 -34.8784
H67 -61.7702 -17.1989 -33.6554
C25 -58.8503 -21.3397 -29.6271
C26 -59.4124 -22.7315 -29.4581
C27 -58.7535 -23.6496 -30.4712
O10 -58.8778 -24.9498 -30.0702
C28 -58.4317 -25.9397 -30.8450
N8 -58.9975 -23.2742 -28.1442
H68 -59.0640 -20.5313 -28.8289
H69 -59.1118 -20.8457 -30.6289
H70 -57.7745 -21.3288 -29.8242
H71 -60.5170 -22.8517 -29.7137
H72 -57.7100 -23.3204 -30.4841
H73 -59.3320 -23.5619 -31.5401
H74 -58.7136 -25.8382 -31.9529
H75 -58.7170 -26.8994 -30.3914
H76 -57.0731 -26.0064 -30.8001
H77 -58.0053 -23.1411 -27.9894
H78 -58.9635 -24.3253 -28.3718

Its spin multiplicity is 1. The HOMO-LUMO gap comes out at 7.6 eV. The value obtained for the highest occupied orbital energy is -0.2967 Eh.

---

The following is a quantum chemistry calculation of C11H10ClF3Zn as an isolated structure in a non-equilibrium geometry, from the OMol25 dataset.

Geometry (Å):
C1 -2.2359 -1.1433 0.1542
C2 -1.7139 -1.3172 -1.1779
C3 -1.5374 -0.0449 -1.7510
H1 -1.5619 -2.2728 -1.6804
C4 -1.9334 0.9419 -0.8085
C5 -2.3610 0.2905 0.3752
H2 -2.8467 0.7546 1.2241
H3 -2.7024 -1.9176 0.7582
H4 -1.2138 0.1663 -2.7765
H5 -1.9697 2.0175 -0.9960
Zn1 -0.8076 -0.9603 1.8067
Cl1 0.3650 -2.7603 1.8661
C6 2.5167 -0.0455 0.3336
C7 2.1841 1.1992 -0.2622
C8 1.8239 0.9488 -1.6230
H6 2.1463 2.1578 0.2494
C9 1.9264 -0.4516 -1.8569
C10 2.3556 -1.0656 -0.6471
H7 2.4866 -2.1338 -0.4675
H8 2.7846 -0.2069 1.3783
H9 1.4894 1.6991 -2.3346
H10 1.6903 -0.9675 -2.7812
F1 -1.1488 1.1091 3.6327
C11 -0.2637 0.9072 2.5737
F2 -0.4617 1.9789 1.7109
F3 0.9890 1.1163 3.0995

The total charge is -2. Its spin multiplicity is 1. The HOMO-LUMO gap comes out at 4.2 eV. The value obtained for the highest occupied orbital energy is 0.0211 Eh.

---

The following is a quantum chemistry calculation of an isolated molecule of C18H20BrNO4, from the OMol25 dataset.

Geometry (Å):
C1 0.1281 5.4642 0.0734
C2 0.9729 4.3856 0.7437
H1 2.0003 4.3932 0.3627
H2 1.0045 4.5604 1.8230
O1 0.4063 3.0940 0.6213
C3 0.5279 2.4050 -0.5424
C4 1.2115 2.8467 -1.6668
C5 1.2758 2.0838 -2.8257
C6 0.6469 0.8529 -2.8774
C7 -0.0109 0.4002 -1.7492
C8 -0.0949 1.1418 -0.5803
O2 -0.8236 0.6312 0.4632
C9 -0.1037 0.4154 1.6699
H3 -0.8392 0.0896 2.4052
H4 0.3796 1.3411 1.9988
C10 0.9816 -0.6304 1.4205
O3 2.0284 -0.3288 0.8793
N1 0.7393 -1.9011 1.8101
C11 -0.4029 -2.4806 2.3965
C12 -1.6762 -2.2283 1.8997
C13 -2.7789 -2.8239 2.4849
C14 -2.6154 -3.6836 3.5562
C15 -1.3449 -3.9505 4.0363
C16 -0.2246 -3.3602 3.4713
C17 1.1491 -3.6543 3.9950
H5 1.0901 -4.2188 4.9217
H6 1.7163 -4.2462 3.2748
H7 1.6989 -2.7327 4.1820
H8 -1.2179 -4.6281 4.8684
H9 -3.4732 -4.1526 4.0141
H10 -3.7636 -2.6219 2.0925
H11 -1.8023 -1.5849 1.0447
H12 1.5265 -2.5258 1.6755
Br1 -0.8546 -1.2923 -1.7707
H13 0.6814 0.2440 -3.7673
C18 2.0321 2.6220 -4.0164
H14 3.1068 2.4839 -3.8583
O4 1.8611 4.0079 -4.2017
H15 0.9263 4.1864 -4.3537
H16 1.7460 2.0685 -4.9215
H17 1.7127 3.8013 -1.6729
H18 0.5637 6.4401 0.2688
H19 -0.8826 5.4413 0.4736
H20 0.0762 5.3114 -1.0015

Its spin multiplicity is 1. The HOMO-LUMO gap comes out at 9.1 eV. The SMILES is CCOc1cc(CO)cc(Br)c1OCC(=O)Nc1ccccc1C. The value obtained for the highest occupied orbital energy is -0.3080 Eh.

---

The following is a quantum chemistry calculation of a 2-piece molecular cluster, C4H3F3O overall in a non-equilibrium geometry, from the OMol25 dataset.

Geometry (Å):
C1 3.2106 -0.1914 -0.0375
C2 0.0607 -1.1191 -1.3008
C3 0.6047 -0.2932 -0.1816
C4 -0.0150 -1.5776 0.1426
O1 3.7107 -0.6404 0.8983
F1 3.5945 0.6323 -0.9840
F2 0.6202 -2.6689 0.6090
F3 -1.2225 -1.5928 0.7600
H1 -0.9389 -0.6415 -1.5315
H2 0.6844 -1.3229 -2.0827
H3 0.1231 0.7125 0.1514

Its spin multiplicity is 1. The HOMO-LUMO gap (alpha / beta) comes out at 8.8 / 8.8 eV. The value obtained for the highest occupied orbital energy (alpha / beta) is -0.3573 / -0.3584 Eh.

---

Electronic energy list, top to bottom, in eV: -62673.4773, -80661.1150, -98712.9160, -14391.2248